Record 1
Computed, not measured: C42H41ClO2OsP2 as an isolated structure, with ωB97M-V/def2-TZVPD.

Each line ends with the Mulliken charge.
Positions of all 89 atoms, in Å:
Os: 1.190 -0.345 -5.781  0.099
C: -2.258 -0.329 -2.161  0.703
C: -2.905 -0.342 -3.306  -0.026
C: -3.332 0.857 -4.075  -1.694
C: -2.465 2.226 -4.271  -1.625
C: -1.072 2.484 -3.906  0.131
C: -0.467 2.313 -2.715  0.415
C: -1.245 2.119 -1.465  -1.108
C: -2.156 0.865 -1.235  -1.386
C: 2.469 -0.756 -4.303  -0.878
H: -1.566 -1.165 -1.927  0.049
H: -2.901 -1.264 -3.906  0.173
H: -4.218 1.279 -3.593  0.647
H: -3.639 0.479 -5.058  0.680
H: -2.490 2.534 -5.334  0.357
H: -3.024 3.006 -3.749  0.761
H: -0.413 2.731 -4.763  0.095
H: 0.618 2.225 -2.734  0.384
H: -1.916 2.990 -1.411  0.668
H: -0.519 2.195 -0.644  0.239
H: -1.876 0.471 -0.245  0.392
H: -3.165 1.291 -1.166  0.467
H: 2.263 -1.614 -3.633  0.537
H: 2.855 0.168 -3.811  0.331
H: 3.033 -1.021 -5.294  0.256
P: -0.470 -1.603 -6.017  0.756
P: 1.080 1.311 -7.107  0.457
C: -1.347 -0.050 -6.461  -1.198
C: -0.695 1.074 -6.945  -1.196
C: -0.512 -2.407 -7.643  -0.146
C: -1.438 -2.001 -8.603  0.298
C: -1.415 -2.668 -9.817  -0.784
C: -0.486 -3.700 -10.015  -0.552
C: 0.434 -4.089 -9.026  -0.814
C: 0.419 -3.431 -7.808  -0.347
C: -1.232 -2.806 -4.933  1.384
C: -0.545 -3.235 -3.794  -0.703
C: -1.214 -4.086 -2.920  -0.554
C: -2.522 -4.509 -3.201  -0.709
C: -3.213 -4.043 -4.332  -0.502
C: -2.543 -3.201 -5.219  -0.755
C: 1.947 1.083 -8.631  1.018
C: 1.656 -0.017 -9.422  0.075
C: 2.205 0.076 -10.686  -0.537
C: 2.965 1.185 -11.052  -0.940
C: 3.196 2.248 -10.190  -0.580
C: 2.679 2.230 -8.917  -0.864
C: 1.676 2.647 -6.130  0.327
C: 2.887 2.544 -5.431  -0.342
C: 3.407 3.703 -4.862  -0.977
C: 2.730 4.918 -5.047  -0.634
C: 1.536 5.007 -5.784  -0.820
C: 1.006 3.859 -6.368  0.067
H: -2.427 -0.158 -6.376  1.413
H: -1.220 1.955 -7.314  0.727
H: -2.143 -1.194 -8.375  0.462
H: -2.161 -2.363 -10.548  0.469
H: -0.503 -4.228 -10.974  0.441
H: 1.135 -4.902 -9.169  0.488
H: 1.076 -3.676 -6.973  0.415
H: 0.484 -2.915 -3.674  0.394
H: -0.663 -4.460 -2.070  0.541
H: -3.016 -5.246 -2.566  0.435
H: -4.233 -4.379 -4.528  0.441
H: -3.029 -2.843 -6.111  0.424
H: 1.037 -0.827 -9.033  -0.164
H: 2.024 -0.756 -11.329  0.528
H: 3.392 1.228 -12.034  0.409
H: 3.787 3.096 -10.434  0.480
H: 2.769 3.023 -8.174  0.385
H: 3.381 1.574 -5.298  0.712
H: 4.342 3.642 -4.296  0.454
H: 3.149 5.834 -4.636  0.446
H: 1.021 5.960 -5.960  0.464
H: 0.113 3.821 -6.994  0.490
Cl: 1.113 0.763 4.602  -0.076
C: 1.047 0.263 2.966  0.428
C: 0.698 -1.054 2.647  -0.665
C: 0.655 -1.460 1.314  -0.382
C: 0.977 -0.560 0.294  0.283
C: 1.327 0.771 0.611  0.031
C: 1.339 1.191 1.951  -0.617
C: 0.870 -1.014 -1.164  -0.029
O: 0.739 -2.251 -1.380  -0.627
O: 0.849 -0.114 -2.037  -0.174
H: 0.480 -1.749 3.442  0.451
H: 0.369 -2.478 1.094  0.499
H: 1.600 1.487 -0.166  0.497
H: 1.590 2.219 2.227  0.432

2S+1: 5
E (hartree): -3008.1469
<S²>: 6.034
Relative energy (zero: lowest compared OMol25 entry of this formula, charge and spin) (kJ/mol): 451.1
Net charge: +2
LUMO level (spin up / spin down) (eV): -6.71 / -8.87



Record 2
Computed, not measured: C42H42N3OP2PbS as an isolated structure, with ωB97M-V/def2-TZVPD.

Each line ends with the Mulliken charge.
Positions of all 92 atoms, in Å:
Pb: -1.901 -0.047 -1.326  1.319
N: 1.629 -0.373 1.199  -0.164
P: 2.740 -0.783 -0.067  -0.008
C: 4.232 0.159 0.363  0.440
C: 4.818 0.230 1.656  0.081
C: 6.004 0.956 1.875  -0.716
C: 6.597 1.711 0.869  -0.498
C: 6.011 1.664 -0.393  -0.545
C: 4.933 0.856 -0.652  -0.404
C: 3.125 -2.533 0.137  0.796
C: 3.592 -3.104 1.361  -0.062
C: 3.950 -4.452 1.515  -0.714
C: 3.826 -5.304 0.405  -0.366
C: 3.498 -4.804 -0.839  -0.663
C: 3.195 -3.395 -0.977  -0.381
P: -0.176 -0.453 1.341  0.791
C: -0.416 -2.100 2.026  1.246
C: 0.148 -2.374 3.273  -0.860
C: 0.161 -3.681 3.714  -0.991
C: -0.253 -4.706 2.881  -0.551
C: -0.853 -4.426 1.643  -0.568
C: -0.927 -3.091 1.211  -0.260
C: -0.232 0.752 2.736  0.191
C: -0.729 0.531 4.030  -0.027
C: -0.696 1.496 4.971  -0.872
C: -0.162 2.769 4.713  -0.563
C: 0.369 2.994 3.450  -0.964
C: 0.284 2.029 2.464  -0.714
H: 1.981 0.419 1.773  0.453
H: 4.389 -0.282 2.500  0.304
H: 6.478 0.800 2.870  0.354
H: 7.476 2.311 1.066  0.436
H: 6.414 2.310 -1.171  0.404
H: 4.653 0.652 -1.714  0.333
H: 3.544 -2.439 2.267  0.076
H: 4.263 -4.789 2.532  0.381
H: 3.982 -6.362 0.537  0.467
H: 3.392 -5.421 -1.748  0.399
H: 2.868 -3.047 -1.947  0.388
H: 0.578 -1.574 3.825  0.728
H: 0.664 -3.947 4.705  0.325
H: -0.101 -5.770 3.105  0.416
H: -1.137 -5.260 1.024  0.482
H: -1.362 -2.844 0.260  0.066
H: -1.187 -0.420 4.234  0.672
H: -1.045 1.308 5.989  0.458
H: -0.226 3.540 5.522  0.416
H: 0.798 3.959 3.220  0.486
H: 0.550 2.243 1.417  0.490
N: -1.722 2.131 -0.890  -0.612
C: -1.662 2.871 -1.937  0.645
C: -2.176 2.413 -3.262  0.192
C: -3.453 1.850 -3.337  -0.129
C: -3.915 1.374 -4.576  -0.679
C: -3.123 1.404 -5.737  -0.503
C: -1.875 2.001 -5.678  -0.874
C: -1.399 2.479 -4.443  -0.406
C: -0.988 4.203 -1.914  0.341
C: -1.099 5.173 -2.978  -0.181
C: -0.609 6.461 -2.819  -0.769
C: 0.001 6.771 -1.606  -0.363
C: 0.043 5.886 -0.516  -0.809
C: -0.314 4.560 -0.755  0.053
H: -4.046 1.899 -2.417  0.655
H: -4.951 0.974 -4.643  0.438
H: -3.558 0.958 -6.645  0.437
H: -1.281 2.008 -6.606  0.407
H: -0.392 2.894 -4.336  0.662
H: -1.592 4.899 -3.941  0.312
H: -0.816 7.202 -3.608  0.416
H: 0.476 7.740 -1.488  0.409
H: 0.527 6.143 0.376  0.440
H: -0.282 3.807 -0.018  0.137
C: -5.480 0.035 2.233  -1.075
S: -4.544 0.943 0.882  0.487
C: -3.430 1.891 1.943  -0.185
O: -3.870 -0.283 0.243  -0.589
H: -4.799 -0.728 2.629  0.294
H: -6.224 -0.487 1.649  0.398
H: -5.909 0.699 2.947  0.436
H: -2.704 1.221 2.372  -0.255
H: -3.951 2.325 2.805  0.565
H: -2.922 2.560 1.218  0.097
C: -1.816 -5.661 -3.610  -1.249
C: -2.421 -4.377 -3.090  -0.134
C: -1.373 -3.397 -2.732  0.406
N: -0.864 -2.400 -2.342  -0.572
H: -2.584 -6.285 -4.090  0.353
H: -1.445 -6.222 -2.743  0.313
H: -1.090 -5.468 -4.355  0.384
H: -3.048 -4.545 -2.193  0.276
H: -3.060 -3.829 -3.836  0.325

E (hartree): -3137.8691
Net charge: +3
LUMO level (spin up / spin down) (eV): -10.39 / -10.19



- Among the records above, which one has the highest net charge?
  C42H42N3OP2PbS